Run A
Here is C21H27ClN2O5 in the gas phase from OMol25. Energies are from wB97M-V/def2-TZVPD.

Cartesian coordinates (Å):
C: -6.11 0.56 -0.34
O: -4.99 -0.11 -0.92
C: -3.81 0.15 -0.29
C: -2.94 1.09 -0.83
C: -3.31 1.79 -2.11
C: -1.72 1.32 -0.20
C: -1.35 0.62 0.94
C: 0.00 0.93 1.53
O: 0.78 1.65 0.92
N: 0.29 0.38 2.72
C: 1.58 0.55 3.37
C: 2.52 -0.63 3.17
C: 3.90 -0.31 3.73
O: 4.51 0.76 3.05
C: 5.24 0.43 1.87
C: 4.71 1.18 0.67
N: 3.43 0.67 0.20
C: 3.40 -0.31 -0.73
O: 4.34 -1.05 -0.96
C: 2.11 -0.46 -1.40
C: 1.05 -0.58 -1.95
C: -0.24 -0.72 -2.60
C: -0.18 -1.20 -4.06
C: -1.53 -1.94 -4.23
O: -2.17 -1.95 -2.96
C: -1.15 -1.78 -1.98
C: -2.22 -0.33 1.46
C: -3.44 -0.56 0.85
Cl: -4.49 -1.78 1.49
H: -6.98 0.28 -0.93
H: -6.26 0.25 0.70
H: -5.98 1.65 -0.38
H: -2.52 2.47 -2.42
H: -3.48 1.06 -2.90
H: -4.23 2.36 -2.00
H: -1.02 2.04 -0.60
H: -0.42 -0.14 3.21
H: 2.03 1.46 2.96
H: 1.41 0.72 4.44
H: 2.12 -1.52 3.67
H: 2.60 -0.85 2.11
H: 3.82 0.01 4.77
H: 4.54 -1.20 3.71
H: 6.29 0.71 2.03
H: 5.20 -0.64 1.67
H: 4.58 2.24 0.92
H: 5.43 1.09 -0.14
H: 2.58 1.20 0.36
H: -0.77 0.24 -2.56
H: -0.06 -0.38 -4.76
H: 0.66 -1.89 -4.19
H: -2.20 -1.43 -4.93
H: -1.38 -2.96 -4.58
H: -0.59 -2.71 -1.82
H: -1.62 -1.47 -1.05
H: -1.97 -0.95 2.32

Summary:
Frontier orbital gap ... 9.7 eV
HOMO level ... -9.295 eV

Run B
Here is C21H27ClN2O5 in the gas phase from OMol25. Energies are from wB97M-V/def2-TZVPD.

Cartesian coordinates (Å):
C: -7.73 3.54 -1.61
O: -7.29 2.28 -2.10
C: -5.95 2.07 -1.95
C: -5.09 2.33 -3.02
C: -5.63 2.88 -4.31
C: -3.74 2.06 -2.87
C: -3.23 1.56 -1.67
C: -1.76 1.33 -1.60
O: -1.10 1.04 -2.59
N: -1.18 1.50 -0.38
C: 0.27 1.44 -0.25
C: 0.81 0.01 -0.19
C: 2.33 0.00 -0.07
O: 2.86 0.64 -1.21
C: 4.26 0.81 -1.17
C: 4.69 1.45 -2.46
N: 4.38 0.56 -3.59
C: 4.08 1.29 -4.79
O: 4.81 1.31 -5.74
C: 2.79 1.97 -4.77
C: 1.69 2.45 -4.74
C: 0.35 3.01 -4.70
C: 0.17 4.36 -5.40
C: -1.35 4.40 -5.61
O: -1.80 3.04 -5.60
C: -0.69 2.17 -5.44
C: -4.09 1.30 -0.61
C: -5.44 1.54 -0.76
Cl: -6.53 1.18 0.54
H: -8.80 3.59 -1.79
H: -7.54 3.63 -0.54
H: -7.23 4.36 -2.14
H: -4.89 2.79 -5.10
H: -6.54 2.36 -4.61
H: -5.88 3.94 -4.21
H: -3.06 2.24 -3.69
H: -1.73 1.86 0.37
H: 0.72 1.95 -1.09
H: 0.54 1.98 0.66
H: 0.39 -0.51 0.67
H: 0.51 -0.52 -1.10
H: 2.65 0.54 0.84
H: 2.70 -1.02 0.00
H: 4.56 1.44 -0.32
H: 4.76 -0.17 -1.05
H: 4.19 2.42 -2.56
H: 5.77 1.64 -2.43
H: 3.53 0.07 -3.34
H: 0.03 3.08 -3.66
H: 0.53 5.20 -4.81
H: 0.70 4.35 -6.35
H: -1.85 4.94 -4.80
H: -1.62 4.87 -6.55
H: -0.30 1.86 -6.42
H: -1.00 1.29 -4.88
H: -3.74 0.86 0.31

Summary:
Frontier orbital gap ... 9.7 eV
HOMO level ... -9.213 eV

Short version: run B is the least stable of them.

Run A
Here is a 3-piece molecular cluster, C4H12NOS overall from OMol25. Energies are from wB97M-V/def2-TZVPD.

Cartesian coordinates (Å):
C: 2.22 -1.35 0.62
N: 3.00 -1.50 1.82
C: -1.01 1.54 -1.26
C: -1.65 1.04 0.04
S: -2.69 2.28 0.89
C: 2.39 -2.50 -0.36
H: 2.38 -0.37 0.16
H: 1.17 -1.29 0.93
H: -0.32 0.74 -1.66
H: -0.51 2.48 -1.04
H: -1.77 1.69 -2.03
H: -2.19 0.12 -0.15
H: -0.83 0.76 0.71
H: 1.49 -2.63 -0.94
H: 2.63 -3.39 0.25
H: 3.24 -2.37 -1.03
H: 3.08 -0.56 2.23
H: 0.15 -1.15 -2.90
O: 0.18 -1.16 -1.94

Summary:
Frontier orbital gap (alpha / beta) ... 5.5 / 4.7 eV
Charge ... -2
HOMO level (alpha / beta) ... 0.712 / 0.713 eV
2S+1 ... 2

Run B
Here is a 2-piece molecular cluster, C4H12NOS overall from OMol25. Energies are from wB97M-V/def2-TZVPD.

Cartesian coordinates (Å):
C: -2.63 -0.67 0.08
N: -1.39 -0.63 -0.69
C: -0.43 0.41 -0.29
C: 0.99 0.03 -0.73
S: 2.30 0.94 0.16
C: -0.85 1.80 -0.72
H: -3.20 0.26 0.17
H: -2.41 -1.00 1.11
H: -3.28 -1.44 -0.35
H: -1.66 -0.48 -1.66
H: -0.39 0.39 0.80
H: 1.12 0.22 -1.79
H: 1.10 -1.04 -0.57
H: -1.70 2.12 -0.13
H: -0.09 2.58 -0.59
H: -1.21 1.81 -1.76
H: -0.53 -2.20 1.30
H: 0.94 -2.19 0.97
O: 0.33 -2.44 1.68

Summary:
Frontier orbital gap (alpha / beta) ... 2.2 / 5.9 eV
Charge ... -2
HOMO level (alpha / beta) ... 3.777 / -0.015 eV
2S+1 ... 2

Short version: run A is the least stable of them.

Run A
Here is C3H4N4S in the gas phase from OMol25. Energies are from wB97M-V/def2-TZVPD.

Cartesian coordinates (Å):
C: -0.66 -0.14 -0.24
C: 1.42 0.69 0.56
C: 0.10 1.02 0.18
H: -2.33 0.95 -0.58
H: -2.50 -0.78 -0.93
H: 1.49 -2.41 0.14
H: 2.12 1.45 0.90
N: -1.95 0.02 -0.65
N: -0.17 -1.36 -0.26
N: 1.10 -1.47 0.14
N: 1.92 -0.53 0.53
S: -0.54 2.56 0.21

Summary:
Frontier orbital gap ... 7.6 eV
HOMO level ... -8.111 eV

Run B
Here is C3H4N4S in the gas phase from OMol25. Energies are from wB97M-V/def2-TZVPD.

Cartesian coordinates (Å):
C: 0.12 0.36 -0.03
C: -2.13 0.95 -0.05
C: -2.58 -0.43 -0.11
H: 3.46 0.77 -0.21
H: -2.71 1.88 -0.12
H: -3.68 -0.69 -0.16
H: 0.27 -1.66 0.25
N: 1.33 0.82 0.10
N: -0.89 1.32 0.09
N: -1.67 -1.34 0.04
N: -0.36 -0.96 0.07
S: 2.58 -0.28 -0.05

Summary:
Frontier orbital gap ... 7.7 eV
HOMO level ... -8.061 eV

Run C
Here is C3H4N4S in the gas phase from OMol25. Energies are from wB97M-V/def2-TZVPD.

Cartesian coordinates (Å):
C: -0.29 0.86 -0.01
C: -1.63 0.95 0.08
C: 1.06 -1.23 0.22
H: 0.11 2.87 -0.06
H: -2.49 1.73 -0.14
H: 0.84 -2.33 0.74
H: 2.90 -1.93 -0.26
N: -2.34 -0.28 -0.22
N: -1.33 -1.09 -0.06
N: -0.11 -0.48 0.02
N: 2.28 -0.99 -0.30
S: 1.01 1.92 -0.02

Summary:
Frontier orbital gap ... 9.2 eV
HOMO level ... -9.075 eV

Short version: run C is the least stable of them.

Run A
Here is C5H5NS in the gas phase from OMol25. Energies are from wB97M-V/def2-TZVPD.

Cartesian coordinates (Å):
C: 1.40 -0.01 0.00
C: 0.61 -1.22 -0.02
C: -0.74 -1.21 -0.01
C: -0.73 1.18 -0.01
C: 0.63 1.20 -0.03
H: 1.09 -2.17 0.03
H: -1.34 -2.07 0.03
H: -2.41 0.04 -0.04
H: -1.33 2.13 0.00
H: 1.17 2.16 0.07
N: -1.42 0.00 0.00
S: 3.07 -0.01 -0.01

Summary:
Frontier orbital gap ... 8.0 eV
HOMO level ... -7.769 eV

Run B
Here is C5H5NS as an isolated structure from OMol25. Energies are from wB97M-V/def2-TZVPD.

Cartesian coordinates (Å):
C: 4.00 -0.03 0.10
C: 2.91 -0.03 -0.35
C: -2.36 0.44 0.29
C: -2.29 -0.90 0.61
C: -1.20 0.79 -0.48
N: -0.28 -0.15 -0.62
S: -0.79 -1.53 0.14
H: 5.04 -0.11 0.08
H: -3.02 1.23 0.40
H: -3.03 -1.56 1.20
H: -0.85 1.73 -1.00
H: 1.87 0.11 -0.37

Summary:
Frontier orbital gap ... 10.5 eV
HOMO level ... -9.831 eV

Run C
Here is C5H5NS as an isolated structure from OMol25. Energies are from wB97M-V/def2-TZVPD.

Cartesian coordinates (Å):
C: -0.79 -0.86 0.62
C: 0.42 -0.04 0.98
C: -0.26 -0.68 -0.81
C: -0.30 0.84 -0.98
C: 0.18 1.28 0.15
H: 0.58 -0.05 2.18
H: 1.90 -0.48 -0.42
H: -0.44 -1.36 -1.67
H: -0.71 1.47 -1.89
H: 0.21 2.37 0.50
N: 1.14 -0.88 -0.03
S: -1.91 -1.61 1.38

Summary:
Frontier orbital gap ... 9.1 eV
HOMO level ... -8.741 eV

Short version: run C is the least stable of them.